DFT (wB97M-V/def2-TZVPD) results for a 14-piece molecular cluster, C69H64N14O28 overall.

XYZ file:
```
175
Properties=species:S:1:pos:R:3:forces:R:3
C -3.45228 -4.59174 -0.52372 -0.622 0.770 0.371
N -3.46596 -3.66524 -1.71914 -3.502 0.664 -1.319
O -4.59699 -3.35565 -2.23546 2.345 -1.402 1.896
O -2.46902 -3.17145 -2.13637 1.561 0.011 0.123
H -2.64885 -5.33978 -0.49064 -0.262 0.380 -0.634
H -4.47352 -4.96745 -0.47587 0.311 -0.348 -0.056
H -3.31627 -3.93161 0.34528 0.107 -0.078 -0.268
C -3.43648 -6.49733 3.11966 0.136 0.320 0.887
N -2.69929 -5.27744 3.56687 -0.371 -0.966 1.306
O -2.37272 -5.34155 4.74110 0.301 0.792 -0.348
O -2.51921 -4.34670 2.81700 0.034 0.066 -0.076
H -3.35784 -6.50219 2.06452 -0.259 -0.350 -0.963
H -4.44095 -6.42708 3.54143 -0.009 0.226 -0.422
H -2.96146 -7.33266 3.62407 0.185 -0.005 -0.335
C 2.67631 6.31684 -2.44453 0.278 0.587 0.415
N 1.90018 5.35096 -3.21725 -1.016 -0.178 1.350
O 0.69663 5.45271 -3.01046 0.318 -0.730 -1.081
O 2.47979 4.47050 -3.81390 -0.305 0.297 -0.381
H 3.14456 5.72074 -1.66188 0.325 0.091 -0.122
H 1.93429 6.97524 -1.95293 0.784 -0.067 -0.635
H 3.41202 6.76498 -3.12245 -0.191 0.093 0.483
C 3.90601 1.17808 1.32784 0.676 -0.892 0.306
C 4.59590 0.38077 2.24916 0.237 -0.250 -0.021
C 4.93616 -0.91553 1.88981 -0.696 -0.785 0.765
C 4.48069 -1.39179 0.69358 0.117 -0.427 -1.256
C 3.75341 -0.68042 -0.24597 0.073 0.116 0.714
C 3.48633 0.62282 0.11517 0.140 0.867 0.190
N 4.85736 -2.76683 0.36413 -0.632 -0.649 -0.567
O 4.65093 -3.16929 -0.77943 0.227 0.235 0.681
O 5.30224 -3.45744 1.25811 0.223 -0.304 -0.174
H 3.75141 2.22030 1.54653 -0.289 0.096 0.017
H 4.88758 0.69906 3.24186 -0.113 0.456 -0.151
H 5.33936 -1.73645 2.51256 0.226 1.253 -0.024
H 3.40097 -1.14587 -1.15423 0.133 0.184 -0.064
H 2.98711 1.29880 -0.54690 -0.419 0.068 -0.505
C 0.71616 0.65564 -4.61662 0.619 -1.287 -0.171
C 0.88537 -0.69540 -5.00571 -0.420 0.867 0.290
C 2.07848 -1.34224 -4.74014 0.697 -0.066 -0.221
C 3.10022 -0.57978 -4.22530 0.911 1.579 1.125
C 2.96497 0.77739 -3.84941 0.103 -0.738 -0.430
C 1.73209 1.38817 -4.02676 0.346 -0.668 0.090
N 4.46347 -1.18274 -4.04157 -0.243 1.772 0.421
O 4.69785 -2.21065 -4.60751 0.170 -1.198 -0.328
O 5.27912 -0.54197 -3.38240 -0.549 -0.544 -0.280
H -0.21880 1.11026 -4.78026 -0.961 0.443 -0.249
H 0.05848 -1.18035 -5.51504 0.118 -0.111 0.254
H 2.36125 -2.37375 -4.93202 -0.617 0.051 -0.304
H 3.81076 1.36369 -3.50784 -0.015 -0.344 0.120
H 1.60129 2.41022 -3.71161 -0.146 0.070 -0.152
C -6.73681 0.87072 -2.72004 -0.678 -1.985 1.158
C -6.09553 2.05324 -2.93585 0.356 0.955 0.021
C -4.78092 2.01975 -3.41529 -0.659 0.303 -0.096
C -4.18957 0.80761 -3.67336 0.392 0.537 -0.334
C -4.80442 -0.39043 -3.46255 -0.677 -0.819 1.168
C -6.07456 -0.35412 -2.88102 0.136 -0.249 -1.164
N -2.87352 0.81482 -4.32240 0.774 0.127 -1.176
O -2.32985 -0.25969 -4.52464 -0.287 0.264 0.386
O -2.41570 1.87714 -4.73706 -0.494 -0.533 0.618
H -7.74854 0.81628 -2.29201 0.434 0.331 -0.356
H -6.66316 2.95989 -2.68490 0.720 -0.144 -0.406
H -4.20696 2.87364 -3.69741 0.076 0.726 0.164
H -4.30035 -1.33346 -3.62522 -0.027 0.114 -0.138
H -6.56185 -1.32015 -2.73400 -0.041 0.437 0.227
C 1.89318 -3.93637 -2.50371 0.350 -0.723 0.708
C 0.52485 -4.13675 -2.58369 -0.107 -0.970 -0.541
C 0.04925 -5.34241 -3.19110 1.283 0.677 0.226
C 0.98860 -6.27050 -3.67799 -0.508 0.874 0.737
C 2.35611 -6.07876 -3.51904 -0.182 -0.134 -0.588
C 2.78083 -4.92926 -2.91390 0.456 1.217 -0.509
N 0.52178 -7.49351 -4.34536 -2.259 0.379 0.591
O 1.32626 -8.24248 -4.78396 1.935 -1.096 -0.773
O -0.68625 -7.71874 -4.39950 0.334 0.702 0.262
H 2.36907 -3.10916 -1.98700 -0.489 0.318 -0.199
H -0.12638 -3.36797 -2.17770 -0.184 -0.381 -0.265
H -0.99376 -5.56039 -3.30755 -0.313 0.031 -0.011
H 3.09459 -6.73175 -3.95283 -0.178 -0.407 0.032
H 3.83549 -4.66254 -2.90931 -0.059 -0.350 0.235
C -3.22168 5.20046 -2.02415 -0.699 0.294 1.696
C -2.17373 4.74776 -2.78181 0.726 -0.877 -1.643
C -2.05074 5.09532 -4.14818 -1.083 -0.461 1.463
C -3.11167 5.82523 -4.63914 0.981 0.140 -1.279
C -4.18464 6.26396 -3.93138 -0.690 0.456 1.277
C -4.22073 6.01781 -2.55769 0.456 -0.054 -0.666
N -3.05150 6.22085 -6.06996 0.036 -0.600 0.063
O -3.87260 7.00796 -6.49997 0.206 -0.087 -0.005
O -2.17430 5.68612 -6.71781 -0.111 0.379 -0.390
H -3.28721 4.92376 -0.94225 0.098 0.197 -1.128
H -1.49314 3.98232 -2.42436 0.139 0.377 0.376
H -1.28348 4.70403 -4.79505 0.117 0.140 0.121
H -4.93807 6.81000 -4.46908 -0.186 0.264 0.124
H -4.95687 6.48861 -1.92094 -0.230 -0.276 -0.071
C -4.15136 -1.48951 1.95101 0.174 -0.977 0.758
C -4.45094 -0.85364 0.76656 0.411 0.572 -0.416
C -4.01475 0.45465 0.59478 -0.334 -0.108 -0.747
C -3.34476 1.07240 1.63510 -0.200 0.572 -0.931
C -3.07333 0.48417 2.83666 0.561 -0.310 0.165
C -3.47815 -0.84994 2.98229 0.962 0.748 0.281
N -2.94365 2.47591 1.37850 -0.852 -0.144 0.710
O -3.51460 3.02145 0.46043 0.298 0.470 -0.511
O -2.19735 3.03957 2.15187 0.443 -0.171 0.016
H -4.35439 -2.55657 2.07462 -0.137 0.347 -0.037
H -4.90957 -1.37819 -0.06195 -0.141 0.009 0.050
H -4.15429 0.99256 -0.35370 -0.006 -0.342 0.542
H -2.44394 1.05687 3.52876 -0.447 -0.575 0.061
H -3.07611 -1.36369 3.85126 -0.523 -0.194 -0.076
C 2.51094 -3.83780 4.38767 -0.397 -1.679 0.082
C 3.00540 -2.59253 4.61700 -0.498 1.497 0.099
C 2.18856 -1.52235 5.04768 0.007 -1.423 0.058
C 0.86587 -1.85438 5.30731 -0.729 -0.423 -0.076
C 0.35192 -3.15244 5.14956 -0.007 0.714 0.759
C 1.17437 -4.15891 4.67664 -0.594 0.362 -0.167
N -0.07987 -0.76495 5.72994 0.906 0.193 -0.818
O -1.28044 -0.83308 5.49740 0.895 -0.349 0.391
O 0.50267 0.20577 6.17213 -0.711 0.282 0.337
H 3.24115 -4.58541 4.07064 -0.490 -0.016 -0.124
H 4.04085 -2.45464 4.39718 0.499 0.424 0.043
H 2.59760 -0.54724 5.22959 -0.089 0.332 -0.093
H -0.64658 -3.37732 5.53940 0.220 0.161 -0.635
H 0.63365 -5.09830 4.51537 0.941 -0.030 0.051
C -0.77827 6.77728 -0.10076 0.774 -0.033 0.516
C -0.58620 5.47020 0.31587 -1.764 -0.596 0.269
C 0.51306 4.98813 0.97393 0.681 0.288 -0.193
C 1.50181 5.93696 1.17580 0.269 -0.833 0.343
C 1.37712 7.25266 0.78495 1.088 0.442 0.313
C 0.25204 7.69748 0.13431 -0.608 -0.960 -0.228
N 2.73334 5.47990 1.85201 -0.058 0.420 -0.234
O 3.50603 6.32018 2.26892 -0.069 -0.265 0.002
O 2.89615 4.27429 1.92985 0.226 0.199 0.095
H -1.74711 6.97619 -0.52432 0.060 0.551 -0.315
H -1.43962 4.80534 0.26712 0.061 -0.130 -0.380
H 0.59147 3.94115 1.28390 0.047 0.593 -0.084
H 2.19782 7.94421 0.97831 -0.175 -0.266 0.014
H 0.25661 8.70812 -0.19053 -0.419 0.722 -0.224
C 1.15163 6.70906 5.19440 -0.037 -1.330 -0.551
C 0.20285 5.91072 4.50536 0.467 1.345 0.820
C 0.51586 4.63315 4.20352 0.703 -2.083 -0.367
C 1.71736 4.08863 4.65464 -0.538 0.736 -0.052
C 2.63526 4.78683 5.41117 0.583 -0.298 -0.095
C 2.37013 6.12642 5.62054 -1.572 0.529 0.094
N 2.01147 2.76156 4.20059 1.033 -0.651 0.059
O 1.30837 2.25696 3.36656 -1.104 -0.345 -0.693
O 3.00475 2.20888 4.61837 0.629 -0.107 0.658
H 0.90171 7.74755 5.32703 0.253 0.196 0.360
H -0.78300 6.24159 4.22922 -0.024 0.582 -0.118
H -0.07886 3.95584 3.58356 -0.187 0.543 0.388
H 3.56673 4.31779 5.77627 -0.754 0.296 -0.347
H 3.04542 6.68350 6.22558 0.465 0.538 0.138
C 4.19691 -6.79030 1.09670 -2.291 1.002 0.535
C 3.37626 -6.08621 0.16191 1.356 -1.363 1.015
C 2.02971 -5.93258 0.41655 -0.650 0.244 -1.992
C 1.49421 -6.46379 1.55455 -0.202 0.077 0.543
C 2.26218 -7.08626 2.51410 0.000 0.101 1.534
C 3.63295 -7.18362 2.34611 0.632 -0.407 -1.682
N 0.05177 -6.37015 1.80749 0.198 -0.515 -0.054
O -0.34108 -6.69776 2.90204 -0.181 -0.177 0.994
O -0.70489 -6.03857 0.92960 -0.116 0.514 -1.045
H 5.20558 -7.00151 0.84176 0.754 -0.001 0.028
H 3.81343 -5.78782 -0.78239 -0.146 0.149 0.178
H 1.37101 -5.55458 -0.39495 0.475 0.009 0.887
H 1.77864 -7.42337 3.44847 0.377 0.132 -0.729
H 4.24980 -7.70035 3.08175 -0.208 0.215 -0.148
C 0.03731 -1.65480 1.81892 0.894 -1.015 0.986
C 0.49493 -0.38056 2.10625 -0.550 0.258 -0.927
C 0.32731 0.60474 1.14762 0.809 -0.749 -1.502
C -0.19173 0.25900 -0.11857 0.142 1.027 1.256
C -0.68446 -0.98767 -0.37418 -0.338 0.210 -0.767
C -0.52388 -1.93597 0.59626 -1.169 -1.320 -0.210
N -0.42239 1.35179 -1.07029 -1.070 1.113 0.528
O 0.11623 2.43475 -0.83329 -0.002 -0.880 -0.611
O -1.29904 1.20141 -1.91246 0.893 -0.097 0.176
H 0.23641 -2.48333 2.52492 -0.419 0.613 -0.335
H 0.99204 -0.10646 3.00570 0.238 -0.045 0.590
H 0.85522 1.52780 1.23857 -0.296 0.636 0.298
H -1.22412 -1.21894 -1.28340 0.161 0.116 -0.099
H -1.00379 -2.89553 0.36520 0.592 0.066 0.413
```
Positions in Å, forces in eV/Å.

* F_max: 0.074 hartree/bohr
* HOMO: -0.348 hartree
* total energy: -150744.1582 eV
* Kohn-Sham gap: 8.45 eV